Molecular formula: C2H6N4OS
Method: DFT, ωB97M-V/def2-TZVPD

Element x y z (Å)
C 0.90570 0.04023 -0.00064
C 1.40551 0.63014 -1.27680
N -0.29929 0.28343 0.71396
N -1.17236 1.27265 0.56701
N -0.23952 -0.85258 -0.12596
N -0.23883 -2.06499 0.57069
O -3.35732 2.21384 0.82266
S -2.66761 0.92989 0.57104
H 1.70582 -0.40228 0.64860
H 0.61967 1.16378 -1.72915
H 1.75729 -0.23503 -1.77809
H 2.29427 1.28884 -1.12044
H -1.16306 -1.92631 0.96369
H 0.44973 -2.34162 1.17342

## Properties
Gap between HOMO and LUMO in eV: 8.340
Energy relative to the best compared isomer or geometry (same formula, charge and spin) in kJ/mol: 621.2
Highest occupied orbital energy in eV: -9.021
LUMO in eV: -0.68
E in a.u.: -772.061645

Atom charges from the natural (NBO) analysis, given in e for atoms 1 to 2: atom 1 (C): 0.098, atom 2 (C): -0.633